# 1
{"formula": "C19H19BF2MnN4S8", "method": "ωB97M-V/def2-TZVPD", "s_squared": 0.85, "charge": 2, "total_energy_ev": -150075.3504, "spin_multiplicity": 2, "homo_energy_ha": [-0.47020, -0.46985], "e_above_lowest_kcal_mol": 0.0, "elements": ["Mn", "C", "C", "N", "C", "C", "S", "C", "C", "S", "C", "N", "C", "H", "H", "H", "H", "H", "H", "H", "H", "N", "C", "S", "N", "C", "C", "C", "C", "C", "C", "H", "H", "H", "H", "H", "H", "H", "H", "C", "S", "C", "C", "S", "S", "C", "S", "S", "H", "H", "H", "F", "B", "F"], "xyz": [[1.176389, -0.432673, -0.606446], [3.729630, -2.621369, -1.783062], [3.942328, -1.149465, -1.702311], [3.050918, -0.273661, -1.273312], [3.550774, 1.019648, -1.281060], [4.816241, 1.126426, -1.742503], [5.407101, -0.423558, -2.155079], [2.665518, 2.012304, -0.687365], [2.890020, 3.306443, -0.364140], [1.530529, 3.935774, 0.457550], [0.724664, 2.451298, 0.335741], [1.428624, 1.528377, -0.289339], [-0.643965, 2.232648, 0.879291], [3.069273, -2.950391, -0.980828], [4.676593, -3.146317, -1.677950], [3.295845, -2.899380, -2.744049], [5.426722, 2.007901, -1.833736], [3.774466, 3.896374, -0.528565], [-0.908532, 3.004913, 1.598745], [-0.688621, 1.267831, 1.384309], [-1.376909, 2.256434, 0.068830], [-2.043075, -1.056170, 1.418313], [-2.501924, -0.900951, 0.206769], [-1.361368, -0.762738, -1.177688], [-3.772997, -0.786443, -0.099007], [-4.284846, -0.564393, -1.440588], [-4.350717, 0.733952, -1.918389], [-4.838863, 0.943779, -3.199492], [-5.254668, -0.135134, -3.967931], [-5.187936, -1.428382, -3.466037], [-4.698806, -1.653148, -2.187564], [-1.030568, -1.117682, 1.614503], [-2.665951, -1.099824, 2.214068], [-4.446618, -0.827663, 0.657656], [-4.038961, 1.562643, -1.295140], [-4.906082, 1.947324, -3.593258], [-5.640961, 0.033328, -4.963025], [-5.521457, -2.262254, -4.066063], [-4.649793, -2.652937, -1.777802], [0.102849, -0.573119, 5.344546], [-0.165223, 0.509132, 3.914483], [1.469414, 0.567104, 3.263188], [1.992644, -0.251340, 2.332976], [1.140268, -1.524090, 1.455887], [3.683573, -0.030908, 1.987802], [3.908988, 1.450867, 2.880735], [5.257793, 2.348272, 2.787526], [2.521086, 1.828954, 3.862879], [-0.850035, -0.637472, 5.866159], [0.839463, -0.133196, 6.011096], [0.415962, -1.563415, 5.024737], [0.676559, -2.413327, -1.635131], [-0.461144, -2.352665, -0.926067], [-0.874215, -3.347655, -0.204844]], "forces_ev_per_angstrom": [[-0.2, -0.3, -0.2], [0.0, 0.0, 0.1], [0.0, 0.0, 0.0], [0.0, 0.0, 0.1], [0.0, 0.0, 0.1], [-0.1, 0.0, 0.0], [0.0, 0.0, 0.0], [0.1, 0.0, 0.1], [-0.1, 0.0, 0.0], [0.0, 0.1, 0.0], [0.0, 0.0, -0.1], [0.1, 0.0, 0.2], [0.0, 0.0, 0.0], [0.0, 0.0, 0.0], [0.0, 0.0, 0.0], [0.0, 0.0, 0.0], [0.0, 0.0, 0.0], [0.0, 0.0, 0.0], [0.0, 0.0, 0.0], [0.0, 0.0, 0.0], [0.0, 0.0, 0.0], [-0.1, 0.0, 0.0], [0.0, 0.1, -0.1], [0.2, -0.1, 0.2], [0.0, 0.0, 0.0], [0.1, 0.0, 0.1], [0.0, 0.0, 0.0], [0.0, 0.0, 0.0], [0.0, 0.0, 0.0], [0.0, 0.0, 0.0], [0.0, 0.0, -0.1], [0.0, 0.0, 0.0], [0.0, 0.0, 0.0], [0.0, 0.0, 0.0], [0.0, 0.0, 0.0], [0.0, 0.0, 0.0], [0.0, 0.0, 0.0], [0.0, 0.0, 0.0], [0.0, 0.0, 0.0], [0.0, 0.0, 0.0], [0.0, 0.0, 0.0], [-0.1, 0.0, 0.0], [-0.1, -0.2, 0.2], [0.2, 0.4, -0.4], [0.1, 0.0, -0.2], [0.0, 0.1, 0.0], [0.0, 0.0, 0.0], [0.1, 0.0, 0.0], [0.0, 0.0, 0.0], [0.0, 0.0, 0.0], [0.0, 0.0, 0.0], [0.0, 0.0, 0.1], [0.0, -0.1, 0.0], [0.0, 0.0, 0.0]], "lowdin_charge": [0.44, -0.05, -0.59, -0.04, -0.33, -0.27, 1.19, -0.31, -0.28, 1.18, -0.60, -0.02, -0.06, 0.08, 0.09, 0.10, 0.10, 0.10, 0.10, 0.02, 0.09, 0.17, -0.55, 1.16, 0.12, -0.30, -0.03, -0.04, -0.04, -0.04, -0.01, -0.02, 0.15, 0.19, 0.12, 0.12, 0.12, 0.12, 0.13, -0.34, 0.81, -1.00, -1.04, 0.70, 0.93, -1.47, 0.63, 0.94, 0.04, 0.05, 0.05, 0.15, -1.02, 0.28]}

---

# 2
{"formula": "C19H19FN4O2S", "method": "ωB97M-V/def2-TZVPD", "charge": 0, "total_energy_ev": -43618.6804, "spin_multiplicity": 1, "homo_energy_ha": -0.27327, "elements": ["O", "F", "N", "N", "O", "S", "C", "C", "C", "C", "C", "C", "C", "C", "C", "C", "C", "C", "C", "N", "N", "C", "C", "C", "C", "C", "C", "H", "H", "H", "H", "H", "H", "H", "H", "H", "H", "H", "H", "H", "H", "H", "H", "H", "H", "H"], "xyz": [[1.236049, 3.269102, -1.701194], [-3.438011, 2.709969, -1.434340], [-0.234845, 0.813535, 1.011863], [-5.369488, 0.989257, 1.100279], [1.873268, 0.122186, 1.618529], [0.731363, 0.270814, -3.949457], [0.786710, 2.636971, -0.752062], [1.052739, 0.903210, 0.819587], [-0.806385, 0.114187, -3.075545], [1.519606, -0.766493, -2.759566], [-0.696342, -0.708536, -2.000344], [-0.626909, 2.625290, -0.510186], [-1.137099, 1.656746, 0.335522], [0.678642, -1.202884, -1.759938], [-4.407390, 0.465255, 1.863855], [-5.012239, 1.738210, 0.012515], [-3.055355, 0.665566, 1.589048], [-3.673484, 2.004436, -0.280475], [-2.633915, 1.468252, 0.510408], [1.611677, 1.788286, -0.078087], [1.073742, -1.971171, -0.669597], [3.050084, 1.788166, -0.282610], [2.491535, -2.283815, -0.380884], [1.304870, -0.965864, 2.403084], [0.210848, -2.282095, 0.467223], [2.527776, -2.765368, 1.043760], [1.171835, -2.306025, 1.647186], [-1.686054, 0.640327, -3.392881], [2.579534, -1.039505, -2.777230], [-1.544167, -0.970443, -1.364532], [-1.273605, 3.321372, -1.020758], [-4.695874, -0.159816, 2.684990], [-5.789818, 2.168398, -0.586679], [-2.312752, 0.129957, 2.225911], [3.352316, 2.847303, -0.359602], [3.657460, 1.334518, 0.494968], [3.234638, 1.306693, -1.251572], [3.080846, -1.366842, -0.510731], [2.948668, -3.066790, -1.023570], [0.322748, -0.676212, 2.856439], [1.899433, -1.120143, 3.265746], [-0.605323, -1.548316, 0.637224], [-0.280395, -3.263849, 0.339868], [3.389967, -2.393999, 1.595392], [2.661738, -3.854345, 1.059739], [0.831359, -3.065494, 2.338707]], "forces_ev_per_angstrom": [[0.5, 0.4, 0.4], [0.1, -0.4, 1.0], [-0.6, 0.3, -0.2], [0.2, 0.7, -1.0], [-0.2, 0.6, -1.2], [-0.7, -0.7, 1.6], [-0.4, 1.1, -2.9], [-1.9, -0.4, 1.1], [1.5, -0.5, -0.2], [0.0, 0.0, 0.2], [0.7, -0.3, 0.5], [-1.2, -1.5, 2.0], [1.2, 0.9, -1.2], [-0.7, 0.5, -0.6], [0.4, 0.7, -1.4], [1.0, -0.9, 1.9], [0.4, -0.4, 0.3], [0.0, -0.3, -0.4], [0.6, -0.5, 0.7], [0.6, -2.6, 3.3], [0.1, 0.0, -0.1], [0.5, 1.2, -1.3], [-0.1, 0.5, -1.0], [-2.2, 0.0, -0.5], [-0.4, 0.1, -0.3], [-0.3, -0.3, 0.5], [0.7, 0.2, 0.1], [-0.1, 0.0, -0.2], [-0.5, 0.4, -0.4], [0.3, 0.2, -0.2], [0.3, 0.0, -0.2], [-0.3, -0.2, 0.3], [-0.3, 0.0, -0.2], [-0.5, 0.8, -0.7], [-0.1, -0.5, -0.2], [-0.7, -0.2, 0.2], [0.2, 0.1, 0.2], [0.0, 0.0, 0.0], [-0.5, 0.5, -0.1], [0.6, 0.0, -0.8], [1.3, 0.2, 0.5], [0.6, -0.2, -0.3], [0.2, 0.1, 0.0], [-0.1, 0.3, 0.0], [-0.5, 0.1, 0.1], [-0.1, 0.1, 0.6]], "lowdin_charge": [0.05, 0.04, 0.16, 0.06, 0.00, 0.94, -0.45, -0.28, -0.39, -0.39, -0.14, 0.08, -0.16, -0.33, -0.15, -0.05, -0.02, -0.18, -0.07, 0.05, -0.07, 0.01, -0.16, -0.11, -0.13, -0.12, -0.25, 0.06, 0.07, 0.10, 0.12, 0.10, 0.11, 0.12, 0.11, 0.09, 0.10, 0.11, 0.13, 0.13, 0.11, 0.11, 0.13, 0.12, 0.12, 0.14]}

---

# 3
{"formula": "C19H19MnN4S5", "method": "ωB97M-V/def2-TZVPD", "s_squared": 6.44, "charge": 0, "total_energy_ev": -111468.2805, "spin_multiplicity": 5, "homo_energy_ha": [-0.27699, -0.27887], "elements": ["Mn", "S", "C", "S", "C", "C", "S", "S", "S", "C", "C", "C", "C", "C", "C", "C", "C", "C", "C", "H", "H", "H", "H", "H", "H", "H", "C", "N", "C", "N", "C", "N", "C", "N", "C", "C", "H", "H", "H", "H", "H", "H", "H", "H", "H", "H", "H", "H"], "xyz": [[-0.336800, 0.270817, 0.255079], [-6.085625, 3.818794, 1.871918], [-4.675551, 3.023483, 1.677864], [-4.454825, 1.341523, 2.026611], [-2.750804, 1.218239, 1.627574], [-2.167354, 2.369054, 1.190302], [-0.553901, 2.545599, 0.589247], [-3.221496, 3.765182, 1.096898], [-2.037650, -0.357766, 1.689805], [-4.283472, 0.515119, -4.041980], [-4.283454, 0.977836, -2.704976], [-3.185280, 0.787882, -1.918212], [-2.032701, 0.129861, -2.419595], [-0.882063, -0.072634, -1.618482], [0.211787, -0.709386, -2.149450], [0.215790, -1.177102, -3.483799], [-0.884064, -0.989451, -4.267128], [-2.034479, -0.331352, -3.759577], [-3.189917, -0.120365, -4.551311], [-5.157578, 0.668489, -4.661713], [-5.154689, 1.482309, -2.307538], [-3.180313, 1.139109, -0.896747], [1.103165, -0.860121, -1.541763], [1.090443, -1.678631, -3.879372], [-0.886373, -1.342592, -5.291392], [-3.192845, -0.473630, -5.576299], [2.786034, 0.187273, 0.535932], [1.564486, -0.331212, 1.220521], [1.694505, -1.814889, 1.321096], [2.902017, -2.208008, 2.021137], [4.058143, -1.652912, 1.310640], [4.001288, -0.189583, 1.231136], [3.944255, 0.344656, 2.596085], [2.784100, -0.166478, 3.329998], [1.575460, 0.213970, 2.618418], [2.868561, -1.628784, 3.368802], [2.712237, 1.275223, 0.484244], [2.816140, -0.212671, -0.478635], [1.705373, -2.231883, 0.311783], [0.820475, -2.198318, 1.851212], [4.090511, -2.066267, 0.300864], [4.968701, -1.943424, 1.835012], [3.887545, 1.433308, 2.552366], [4.854298, 0.060688, 3.125236], [1.498140, 1.299496, 2.562275], [0.698483, -0.169644, 3.139239], [2.004193, -2.021861, 3.906082], [3.775104, -1.918942, 3.900595]], "forces_ev_per_angstrom": [[0.0, 0.0, 0.1], [-0.1, 0.0, 0.0], [0.2, -0.1, 0.0], [0.0, -0.1, 0.0], [-0.2, -0.3, 0.1], [0.2, 0.2, -0.1], [-0.1, 0.2, 0.1], [0.0, 0.1, 0.0], [-0.1, 0.0, 0.2], [-0.1, 0.1, 0.1], [0.0, -0.1, -0.1], [0.0, 0.0, -0.1], [-0.2, 0.1, 0.1], [0.3, -0.2, -0.1], [-0.2, 0.1, 0.0], [0.1, -0.1, -0.1], [0.0, 0.0, 0.0], [0.0, 0.0, 0.1], [0.0, -0.1, -0.1], [0.0, 0.0, 0.0], [0.0, 0.0, 0.0], [0.0, 0.0, 0.0], [0.1, -0.1, -0.1], [0.0, 0.0, 0.0], [0.0, 0.0, 0.0], [0.0, 0.0, 0.0], [0.0, 0.0, 0.0], [0.0, 0.0, -0.1], [0.0, 0.0, 0.0], [0.0, 0.0, 0.0], [0.0, 0.0, 0.0], [0.0, 0.0, 0.0], [0.0, 0.0, 0.0], [0.0, 0.0, -0.1], [0.1, -0.1, 0.1], [0.0, 0.0, 0.0], [0.0, 0.0, 0.0], [0.0, 0.0, 0.0], [0.0, 0.0, 0.0], [0.0, 0.0, 0.0], [0.0, 0.0, 0.0], [0.0, 0.0, 0.0], [0.0, 0.0, 0.0], [0.0, 0.0, 0.0], [0.0, 0.0, 0.0], [0.0, 0.0, 0.0], [0.0, 0.0, 0.0], [0.0, 0.0, 0.0]], "lowdin_charge": [0.42, 0.55, -1.52, 0.89, -1.14, -1.13, 0.62, 0.89, 0.61, -0.08, -0.06, -0.02, -0.17, -0.18, -0.14, -0.08, -0.03, -0.16, -0.04, 0.10, 0.11, 0.08, 0.06, 0.10, 0.11, 0.11, -0.17, -0.18, -0.17, -0.08, -0.16, -0.08, -0.16, -0.08, -0.18, -0.16, 0.13, 0.12, 0.13, 0.13, 0.13, 0.13, 0.13, 0.13, 0.11, 0.11, 0.13, 0.13]}